{
  "formula": "C11H38O13P2",
  "method": "ωB97M-V/def2-TZVPD",
  "species": ["C", "O", "H", "H", "H", "H", "C", "O", "H", "H", "H", "H", "C", "O", "H", "H", "H", "H", "C", "O", "H", "H", "H", "H", "C", "O", "H", "H", "H", "H", "C", "O", "P", "O", "O", "C", "O", "C", "H", "H", "H", "H", "H", "H", "H", "H", "H", "C", "O", "P", "O", "O", "C", "O", "C", "H", "H", "H", "H", "H", "H", "H", "H", "H"],
  "positions_angstrom": [[-2.9452, 2.9039, -1.5917], [-3.7800, 1.9370, -2.2515], [-1.9392, 2.5213, -1.4194], [-2.8285, 3.7314, -2.2914], [-3.4023, 3.3141, -0.6912], [-3.6310, 1.0746, -1.8568], [0.7283, 6.2994, 0.6574], [0.2507, 7.3849, -0.0991], [-0.0624, 5.5742, 0.8496], [1.4589, 5.7015, 0.1127], [1.1543, 6.6176, 1.6089], [0.3037, 8.1092, 0.5287], [0.2038, 4.5345, -2.6810], [1.1978, 3.5041, -2.5125], [0.3823, 5.1653, -3.5518], [-0.7199, 3.9558, -2.6807], [0.2493, 5.2459, -1.8564], [1.5505, 3.2200, -3.3590], [-1.1576, 3.3974, 3.3865], [-0.9843, 4.3145, 4.4389], [-0.6381, 3.7919, 2.5132], [-0.6295, 2.4497, 3.4926], [-2.1960, 3.0983, 3.2438], [-0.5234, 3.8966, 5.1700], [1.4431, 1.2920, 0.7264], [0.3268, 2.1568, 0.3424], [2.3488, 1.6115, 0.2110], [1.4934, 1.3239, 1.8148], [1.3254, 0.3019, 0.2861], [0.7879, 2.8123, -0.1862], [4.0196, -6.7229, 2.0749], [3.5757, -5.4421, 1.6389], [1.9990, -5.2110, 1.3477], [1.1126, -5.5001, 2.5114], [1.8881, -3.6580, 0.8448], [0.7403, -2.9807, 1.2738], [1.5991, -6.0613, 0.0228], [2.0948, -5.7231, -1.3286], [4.8763, -6.7876, 2.7457], [4.4449, -7.1585, 1.1707], [3.2743, -7.4741, 2.3363], [0.5947, -2.7769, 2.3346], [-0.2088, -3.4567, 1.0275], [0.7860, -1.9352, 0.9692], [2.5887, -6.5445, -1.8478], [2.7825, -4.8852, -1.4433], [1.1709, -5.4041, -1.8110], [-0.1718, -0.6362, -2.4531], [-0.5170, -0.6482, -1.1061], [-1.9444, -1.3763, -0.6805], [-3.1916, -0.7845, -1.2743], [-1.6917, -2.9245, -0.7940], [-1.9302, -3.5679, -2.0527], [-2.0380, -1.2666, 0.9289], [-2.2995, 0.0040, 1.5168], [0.5154, -1.4570, -2.6581], [0.4281, 0.2575, -2.6253], [-1.0705, -0.6798, -3.0684], [-2.0898, -2.9812, -2.9573], [-2.6834, -4.3521, -1.9767], [-1.0586, -4.2098, -2.1811], [-1.6303, 0.2899, 2.3283], [-3.2884, -0.0487, 1.9720], [-2.4449, 0.8616, 0.8599]],
  "atomic_forces_ev_per_a": [[0.18, -0.07, -2.33], [0.60, 2.69, 0.51], [0.02, -0.76, 0.76], [-0.55, 0.15, -0.02], [-0.40, -0.29, 0.57], [0.36, -2.67, 0.91], [0.02, -1.08, 0.13], [0.16, 0.21, 0.25], [-0.40, 0.10, 0.32], [0.44, 0.37, -0.18], [0.06, -0.13, -0.03], [-0.26, 0.45, -0.47], [0.86, -0.58, 0.14], [0.13, 0.52, 0.40], [-0.30, -0.42, -0.33], [-0.55, 0.75, -0.34], [-0.07, -0.38, 0.30], [-0.04, 0.18, -0.10], [0.91, -0.55, -0.32], [-0.09, -0.05, 0.27], [-0.72, 0.26, -0.42], [0.18, -0.18, 0.67], [-0.19, 0.51, -0.25], [-0.08, -0.01, 0.02], [-0.60, 0.22, -0.72], [0.82, -0.42, -0.13], [0.22, 0.50, 0.56], [0.39, -0.35, -0.17], [-0.55, -0.23, 0.58], [-0.40, 0.38, -0.30], [0.80, -1.88, -1.84], [-1.44, 1.07, 0.06], [-0.79, -0.17, 1.07], [1.11, 0.11, -1.78], [1.11, -1.63, 0.46], [-1.54, 1.52, 1.06], [1.52, 0.66, 0.10], [-0.88, 0.47, 0.32], [-0.49, 1.10, 0.52], [0.14, -0.22, -0.22], [-0.49, 0.70, 0.52], [0.88, -0.90, 0.59], [0.29, -0.04, -0.61], [0.07, -0.24, -1.05], [-0.46, -0.40, 0.49], [0.06, 0.15, 0.91], [0.21, -0.31, -0.51], [0.87, 0.02, -0.98], [-2.74, -0.81, 2.21], [0.32, 1.04, 2.05], [1.37, 0.30, -0.68], [-0.91, 1.15, -0.70], [0.76, -2.28, -0.35], [1.19, 0.29, -1.71], [-1.56, 0.70, 0.93], [-0.27, -0.31, -0.20], [-0.36, 0.24, -0.17], [0.24, 0.12, -0.41], [-0.03, 0.48, 0.50], [-0.65, 0.65, 0.34], [0.37, 0.39, -0.38], [0.48, -0.45, -0.41], [-0.05, -0.37, 0.22], [0.73, -0.25, -0.62]],
  "spin_multiplicity": 2,
  "max_force_ev_per_a": 3.6,
  "orbital_gap_ha": [0.3467, 0.0888],
  "total_charge": 1
}